#one
A molecular structure, C8H13N2O2. Source: OMol25; level of theory: ωB97M-V with the def2-TZVPD basis set.

Last column: natural (NBO) charge in e.
Cartesian coordinates (Å):
1 C -2.0012 -0.1674 -1.2002  -0.19
2 H 4.0393 -1.2454 -0.0739  0.27
3 H -0.1543 0.4145 -1.6459  0.19
4 H 2.7248 -1.7781 -1.1577  0.23
5 H -3.6611 -1.2843 -0.7990  0.24
6 C 2.1502 -0.0008 -0.0050  0.74
7 H 1.5350 1.5557 0.8121  0.48
8 H -1.8515 2.2308 -1.4126  0.51
9 C -2.7518 -0.8760 -0.4016  -0.22
10 C -0.7814 0.6849 -0.8204  0.03
11 C -0.2044 0.2370 0.4880  0.21
12 H -0.7293 -0.8755 2.2705  0.21
13 H -2.3410 -0.0444 -2.3029  0.23
14 H 3.7555 -0.2062 -1.3349  0.27
15 H -0.1326 2.2986 1.0754  0.47
16 C -2.3453 -1.0348 1.0100  -0.13
17 N 0.2217 1.3535 1.2917  -0.81
18 N 0.9657 -0.5822 0.2915  -0.59
19 H 0.9983 -1.5435 0.1095  0.44
20 H 0.0747 0.9043 2.2238  0.43
21 C 3.2041 -0.9103 -0.6902  -0.71
22 H -3.0129 -1.6813 1.5719  0.25
23 C -1.1008 -0.6420 1.2966  -0.25
24 O -1.1253 2.0439 -0.7915  -0.72
25 O 2.5233 1.1490 0.1951  -0.57

## Properties
**Net charge**: +1
**M**: 169.2 g/mol
**Lowest unoccupied orbital energy**: -3.337 eV

#two
A gas-phase ion, C8H13N2O2 (charge +1). Source: OMol25; level of theory: ωB97M-V with the def2-TZVPD basis set.

Last column: natural (NBO) charge in e.
Cartesian coordinates (Å):
1 N 0.3220 2.5843 -0.5826  -0.46
2 C -0.8345 2.0915 -1.0322  0.45
3 H -1.0718 -3.2322 1.6197  0.21
4 H -1.4168 -1.6076 2.2856  0.18
5 H -2.8580 2.3399 -1.6073  0.26
6 C -1.9025 2.8477 -1.7085  -0.67
7 O -0.6306 -1.6564 0.3811  -0.54
8 O 1.2373 -0.9901 1.5000  -0.51
9 H 0.7736 -1.8522 3.2846  0.22
10 H -1.6841 2.9435 -2.7736  0.27
11 N -0.8256 0.7830 -0.7762  -0.45
12 H -1.5599 0.1093 -0.9577  0.47
13 C 0.7155 -2.0921 2.2250  -0.10
14 C 1.4668 -1.6800 -0.8346  -0.64
15 H 2.4177 -1.1651 -0.9300  0.23
16 C -0.7162 -2.2048 1.6919  -0.10
17 H -1.9876 3.8509 -1.2965  0.26
18 H 0.6037 3.5540 -0.6350  0.45
19 H 1.6472 -2.7113 -0.5451  0.24
20 H 2.0348 1.7365 0.4073  0.26
21 H 1.2949 -2.9979 2.0141  0.18
22 C 1.0728 1.5794 -0.0334  -0.04
23 C 0.3454 0.4370 -0.1576  0.12
24 H 0.9396 -1.6713 -1.7840  0.22
25 C 0.6164 -0.9958 0.2449  0.50

## Properties
**SMILES**: Cc1[nH]cc(C2(C)OCCO2)[nH+]1
**Net charge**: +1
**M**: 169.2 g/mol
**Lowest unoccupied orbital energy**: -2.718 eV

Verdict on stability: #one comes out at the bottom.

#one
A molecular structure, C34H37CsN6O2S3Si. Source: OMol25; level of theory: ωB97M-V with the def2-TZVPD basis set.

Last column: Mulliken charge in e.
Cartesian coordinates (Å):
1 C -3.0017 4.8538 0.0967  -0.22
2 C 7.4212 -2.2268 0.0626  -0.44
3 O -0.7844 1.3077 0.0468  -1.04
4 C 4.6034 -3.3805 3.0105  -0.52
5 C -5.2870 1.2776 -2.6135  -0.68
6 H 5.3284 -4.0497 3.4584  0.36
7 H -3.9138 3.5698 2.3214  0.41
8 H -0.7705 -4.3676 -3.1155  0.19
9 Cs 1.0910 -0.7689 -2.2671  0.83
10 C -1.4878 6.7213 0.1617  -0.44
11 H -4.6909 2.2154 3.1475  0.51
12 H -1.6107 2.6943 2.9966  0.31
13 C 2.7517 -1.6852 1.8089  -1.19
14 C -4.6392 1.6657 -1.4460  0.15
15 H 4.6784 0.5478 0.0564  0.48
16 H -2.5701 0.3701 -4.4393  0.33
17 C -2.0339 1.6870 2.9205  -1.80
18 C 2.7495 -3.0406 1.4830  -0.03
19 C -3.2463 1.6213 -1.3373  0.95
20 C -3.6176 0.1696 1.7461  -1.67
21 H 3.6900 -4.9220 1.8214  0.46
22 C 6.1819 -2.4412 -0.5341  1.01
23 C -1.9457 3.9402 0.1740  0.42
24 H -2.4763 -2.5540 -3.6329  0.13
25 H -5.2415 1.9899 -0.6046  0.10
26 C -1.1497 -4.5207 -2.0889  -0.44
27 Si -2.1836 2.0440 0.1798  -0.57
28 H 0.1859 3.7766 0.2374  0.32
29 C 4.5977 -2.0394 3.3649  -0.38
30 H -5.0494 2.5346 1.4511  0.26
31 S 3.4175 0.5067 2.9846  -0.41
32 H -3.5373 -3.9445 -3.2080  0.27
33 H -3.8210 -2.4082 -2.3980  0.37
34 C -1.4237 -2.5718 -1.0463  0.04
35 H 6.8853 0.9513 1.1304  0.38
36 C -0.4212 5.8361 0.2189  -0.65
37 C 3.6804 -3.8709 2.0837  -0.53
38 C 4.0570 -3.0010 -1.5772  -0.13
39 C -4.2495 2.5392 2.1948  -2.03
40 H -6.3699 1.3131 -2.6667  0.40
41 H -4.0200 4.4867 0.0228  0.35
42 H -1.3706 -0.6217 -0.3261  -0.42
43 C 3.6664 -1.2068 2.7630  0.85
44 N -1.8737 -1.3267 -0.8640  0.81
45 N 4.0052 -1.7965 -1.1405  -0.10
46 N -2.1177 -3.4606 -1.7914  0.06
47 C -2.5342 1.1788 -2.4595  -0.56
48 H -4.0482 -0.1243 2.7131  0.53
49 H -1.3122 7.7910 0.1574  0.35
50 H 0.5947 6.2137 0.2534  0.39
51 C 2.1289 0.4324 1.7427  0.31
52 C 6.6816 0.0047 0.6459  -0.68
53 H -1.5559 -5.5241 -1.9416  0.30
54 H -1.4554 1.1069 -2.4005  0.05
55 H 8.1738 -3.0049 0.0789  0.38
56 C -3.0956 1.6080 1.8161  2.59
57 S 5.5507 -3.8560 -1.3143  -0.30
58 C -3.0448 -3.0487 -2.8279  -0.87
59 O 0.9139 -4.9465 -0.8569  -0.78
60 C -0.0447 -4.2168 -1.0902  0.36
61 C 7.6593 -0.9989 0.6499  -0.44
62 N 1.9145 -0.7385 1.2476  -0.14
63 C -4.5525 0.8196 -3.7005  -0.63
64 H -3.6229 6.9086 0.0301  0.38
65 H -4.3947 0.0580 0.9852  0.30
66 H 1.5616 2.3365 1.9944  0.30
67 H 0.5776 1.4508 0.8421  0.06
68 H -1.2157 0.9913 2.7263  0.26
69 H -5.0587 0.4888 -4.6000  0.36
70 C -3.1672 0.7647 -3.6241  -0.39
71 H 3.2242 -3.5038 -2.0589  0.34
72 N -0.2849 -3.0049 -0.5129  -0.29
73 C 5.4554 -0.2058 0.0513  -0.44
74 C 5.2022 -1.4385 -0.5480  -0.49
75 S -0.3037 -2.1614 -4.6243  -1.23
76 H -2.8225 -0.5394 1.5110  0.30
77 H -2.7514 -1.0607 -1.2715  -0.17
78 C -0.6529 4.4651 0.2206  -0.26
79 H 5.3086 -1.6520 4.0846  0.38
80 C -2.7838 6.2247 0.0932  -0.75
81 N 1.5057 1.5633 1.3523  -0.07
82 H 2.0279 -3.4196 0.7665  0.64
83 H 8.6130 -0.8138 1.1291  0.35
84 H -2.4788 1.4372 3.8933  0.47

## Properties
**Net charge**: -2
**M**: 818.9 g/mol
**Lowest unoccupied orbital energy**: 3.606 eV

#two
A molecular structure, C34H37CsN6O2S3Si. Source: OMol25; level of theory: ωB97M-V with the def2-TZVPD basis set.

Last column: Mulliken charge in e.
Cartesian coordinates (Å):
1 H -0.5325 -5.2950 0.9137  0.36
2 N 0.0598 4.3839 -0.2826  -0.33
3 H 0.5418 -3.9318 0.6302  0.37
4 Cs 1.8294 -0.4424 -0.8632  0.93
5 C -3.5983 -6.3963 -2.5251  -0.36
6 C 4.6249 3.0604 -1.1283  0.53
7 H -0.3612 5.1313 0.2447  0.25
8 C 3.4853 3.9934 -0.9156  -1.53
9 C -2.0297 -4.0949 2.9039  -1.93
10 H 4.3667 2.3424 -1.9147  0.46
11 H -7.2606 -0.4672 1.5214  0.37
12 C 6.3545 3.3872 0.1746  0.03
13 H -4.6159 -3.7982 1.7956  0.33
14 H -3.0843 -5.7934 0.7440  0.08
15 C 5.1650 2.3955 0.1566  0.18
16 C 5.1730 -1.1569 -0.7634  -0.18
17 C 5.9444 5.2386 -1.6024  -0.97
18 H -2.7936 -3.4142 3.2748  0.41
19 C 4.8542 6.0003 -1.3813  -0.31
20 H -2.7305 1.8567 -2.5819  0.20
21 S 7.0659 -1.0432 -0.7330  -0.43
22 N -1.9800 2.2118 -2.0073  -0.38
23 H -6.7585 -2.7397 2.3410  0.39
24 C 3.6407 5.3561 -1.0094  0.97
25 H 0.1053 -1.7120 1.6986  0.27
26 H 8.5081 3.4984 0.6191  0.23
27 C -2.7175 -4.3513 -0.8020  0.20
28 H -2.4819 -3.2115 -2.5744  0.36
29 H -3.3910 3.3940 1.7993  0.40
30 C -4.8014 -2.7887 1.4592  0.06
31 C 7.9574 1.5375 -0.0165  0.02
32 C -1.1920 -3.4337 1.8091  2.44
33 C -3.1105 -5.5931 -0.3180  0.41
34 C 5.9688 3.7960 -1.3139  0.01
35 H -4.2266 3.4191 -1.7855  0.35
36 C -2.7851 -4.1691 -2.1792  -0.58
37 N 2.2289 3.5613 -0.6541  -0.43
38 H -1.0783 1.8162 -2.2411  0.26
39 H -1.2724 -1.4892 2.7549  0.39
40 S 4.5284 -1.4124 -2.4211  -0.59
41 H 4.9336 -2.0406 -0.1521  0.20
42 N -1.2731 1.8254 0.2044  -0.52
43 C -3.2171 -5.1665 -3.0346  -0.56
44 H 4.4830 2.4384 1.0125  0.45
45 N -3.4175 2.4840 -0.1164  0.39
46 S 2.1029 6.1461 -0.7087  -0.39
47 H 0.0873 -2.4884 3.2942  0.46
48 C 1.3977 4.5303 -0.5073  0.25
49 H -0.1654 3.4466 0.0492  0.36
50 C -0.1012 -4.4059 1.3702  -1.98
51 H -2.5208 -5.0012 2.5557  0.28
52 C -3.5419 -6.6059 -1.1591  -0.78
53 C -3.8249 -2.1165 0.7336  0.18
54 C -2.2013 2.1494 -0.6622  0.33
55 H -3.2586 -4.9949 -4.1044  0.37
56 N 4.6612 0.0322 -0.2158  -0.34
57 C -4.3252 3.4311 -0.7021  -1.13
58 C 7.7070 2.8278 0.3391  -1.37
59 Si -2.1165 -2.8267 0.2168  -0.14
60 C -3.2572 2.4180 1.3169  -0.77
61 H -5.3505 3.1695 -0.4296  0.29
62 H 4.8592 7.0727 -1.5190  0.37
63 H 6.1678 4.2294 0.8469  0.43
64 C 6.9114 0.6594 -0.3127  0.53
65 O -1.2843 -1.8481 -0.6402  -0.93
66 C -5.3629 -0.2550 0.5378  -0.34
67 H -3.8355 -7.5673 -0.7501  0.39
68 C -4.1387 -0.8442 0.2763  -0.60
69 O -1.2335 1.7190 2.5123  -0.71
70 C -0.5257 -2.2104 2.4300  -1.90
71 H -3.3929 -0.3235 -0.3038  0.52
72 H 6.6291 3.2608 -1.9974  0.38
73 H 6.8672 5.6958 -1.9309  0.33
74 C -6.3051 -0.9281 1.2983  -0.44
75 H 8.9657 1.1459 -0.0137  0.39
76 H -3.9347 -7.1860 -3.1870  0.34
77 H -4.1191 4.4520 -0.3479  0.33
78 C 5.5609 0.9759 -0.1208  -1.37
79 H 0.5144 -4.7224 2.2180  0.46
80 C -6.0192 -2.2016 1.7567  -0.81
81 H -1.3954 -4.3741 3.7513  0.51
82 H -3.9431 1.6959 1.7664  0.20
83 C -1.7918 1.9306 1.4561  0.76
84 H -5.5983 0.7279 0.1460  0.39

## Properties
**Net charge**: -2
**M**: 818.9 g/mol
**Lowest unoccupied orbital energy**: 3.191 eV

Verdict on stability: #two comes out at the bottom.

#one
2 unconnected molecules or ions with the total composition C4H11O. Source: OMol25; level of theory: ωB97M-V with the def2-TZVPD basis set.

Last column: natural (NBO) charge in e.
Cartesian coordinates (Å):
1 H -1.6021 4.1787 0.3634  0.07
2 H 2.2422 -0.9055 -0.2344  0.20
3 H 0.3088 -2.8014 0.4663  0.18
4 H -1.0123 -2.3601 -1.6112  0.20
5 H -1.9390 2.5847 0.2528  0.03
6 H -0.7673 -1.6482 0.6988  0.19
7 H 1.8368 -1.3196 1.4827  0.18
8 H -0.9400 3.1681 1.7233  0.03
9 H 1.0649 0.1235 0.7619  0.26
10 O 0.0386 2.9843 -0.1622  -0.96
11 C -0.0955 -1.7939 -1.3510  -0.63
12 C 0.2642 -1.8136 0.1301  -0.39
13 H -0.6594 -0.8838 -1.5989  0.23
14 C -1.0393 3.2703 0.5399  -0.16
15 H 0.8619 -1.9361 -1.9788  0.19
16 C 1.4372 -0.8473 0.5175  -0.61

## Properties
**Net charge**: -1
**M**: 75.1 g/mol
**Lowest unoccupied orbital energy**: 3.746 eV

#two
2 unconnected molecules or ions with the total composition C4H11O. Source: OMol25; level of theory: ωB97M-V with the def2-TZVPD basis set.

Last column: natural (NBO) charge in e.
Cartesian coordinates (Å):
1 H -2.9170 -0.2531 -2.4900  0.07
2 H 3.1985 0.2502 1.6212  0.19
3 O -3.0230 -1.2790 -4.2380  -0.99
4 C 2.2618 0.5486 1.1374  -0.62
5 C -0.0849 0.1904 2.1118  -0.60
6 H 2.4969 0.4294 0.0808  0.21
7 H 0.2092 0.6953 3.0376  0.19
8 H -1.3516 -0.3867 -3.2707  0.05
9 H 0.8723 -0.9341 0.5303  0.21
10 H -0.5923 0.9641 1.5356  0.21
11 H -0.8419 -0.5470 2.3896  0.21
12 C 1.1211 -0.4521 1.4754  -0.40
13 H 1.5102 -1.2377 2.1227  0.19
14 H -2.5131 0.7202 -3.9504  0.06
15 C -2.4553 -0.3015 -3.4876  -0.20
16 H 2.1091 1.5930 1.3941  0.20

## Properties
**Net charge**: -1
**M**: 75.1 g/mol
**Lowest unoccupied orbital energy**: 3.201 eV

Verdict on stability: #one comes out at the bottom.